--- P ---
DFT (wB97M-V/def2-TZVPD) results for a single C3H3NO2S molecule.

Calculated values
Lowest unoccupied orbital energy: -0.176 eV
Frontier orbital gap: 9.045 eV
Molar mass: 117.1 g/mol

```
! RIJCOSX wB97M-V def2-TZVPD def2/J DEFGRID3
* xyz 0 1
C -1.371 -0.330 -0.007
C 0.641 0.150 -0.059
C -0.561 1.009 0.023
N -0.243 -1.119 -0.039
O -2.470 -0.682 0.210
O 3.099 -0.711 -0.038
S 2.241 0.477 0.084
H -0.777 1.619 -0.893
H -0.473 1.626 1.018
H -0.086 -2.038 -0.300
*
```

natural (NBO) population analysis, charges in e, atoms 1 to 8: 0.695, -0.149, -0.566, -0.607, -0.525, -0.915, 1.126, 0.258


--- Q ---
DFT (wB97M-V/def2-TZVPD) results for 2 unconnected molecules or ions with the total composition C3H3NO2S.

Calculated values
Lowest unoccupied orbital energy: -0.086 eV
Frontier orbital gap: 9.536 eV
Molar mass: 117.1 g/mol

```
! RIJCOSX wB97M-V def2-TZVPD def2/J DEFGRID3
* xyz 0 1
C -0.842 -0.793 -0.364
C 0.814 3.017 -0.813
C 0.246 -1.178 0.270
N -0.090 2.169 -0.954
O 1.760 3.694 -0.585
O -2.736 0.843 -0.770
S -2.228 -0.474 -1.094
H 1.187 -1.085 -0.156
H 0.357 -1.879 1.135
H -1.038 2.405 -0.793
*
```

natural (NBO) population analysis, charges in e, atoms 1 to 8: -0.316, 0.869, -0.373, -0.798, -0.507, -0.943, 1.178, 0.223


--- R ---
DFT (wB97M-V/def2-TZVPD) results for a molecular structure, C3H3NO2S.

Calculated values
Lowest unoccupied orbital energy (spin up / spin down): -0.162 / -0.161 eV
Frontier orbital gap (spin up / spin down): 7.197 / 7.199 eV
Molar mass: 117.1 g/mol

```
! RIJCOSX wB97M-V def2-TZVPD def2/J DEFGRID3
* xyz 0 1
C -0.667 -0.109 0.422
C 0.100 1.020 0.514
C -0.147 -1.391 0.241
N 1.459 -0.914 -0.800
O -0.153 -2.509 0.594
O 1.459 1.097 0.499
S 2.436 -0.098 0.165
H -1.759 0.164 0.390
H -0.313 2.015 0.404
H 1.910 -1.554 -1.427
*
```

natural (NBO) population analysis, charges in e, atoms 1 to 8: -0.537, 0.254, 0.752, -1.054, -0.451, -0.635, 0.793, 0.269


It is P that is the most stable of them.


--- P ---
DFT (wB97M-V/def2-TZVPD) results for a single C3H6O molecule.

Calculated values
Lowest unoccupied orbital energy: 0.997 eV
Frontier orbital gap: 10.917 eV
Molar mass: 58.1 g/mol
SMILES string: CCC=O

```
! RIJCOSX wB97M-V def2-TZVPD def2/J DEFGRID3
* xyz 0 1
C 1.072 -0.345 -1.108
C 0.702 -0.469 0.370
C -0.674 0.087 0.780
O -1.386 0.833 0.095
H 0.228 -0.744 -1.747
H 1.045 0.733 -1.417
H 2.086 -0.734 -1.462
H 1.371 0.176 0.983
H 0.841 -1.519 0.792
H -1.089 -0.213 1.840
*
```

natural (NBO) population analysis, charges in e, atoms 1 to 8: -0.631, -0.517, 0.435, -0.533, 0.222, 0.224, 0.226, 0.234


--- Q ---
DFT (wB97M-V/def2-TZVPD) results for 2 unconnected molecules or ions with the total composition C3H6O.

Calculated values
Lowest unoccupied orbital energy (spin up / spin down): 0.287 / 0.340 eV
Frontier orbital gap (spin up / spin down): 8.985 / 7.905 eV
Molar mass: 58.1 g/mol

```
! RIJCOSX wB97M-V def2-TZVPD def2/J DEFGRID3
* xyz 0 1
C 1.182 0.302 -0.056
C 1.584 -1.115 0.002
C -2.374 0.982 -0.011
O 1.750 1.336 0.057
H 0.727 -1.772 -0.123
H 2.312 -1.314 -0.783
H 2.054 -1.305 0.968
H -2.918 1.655 0.616
H -2.211 1.212 -1.040
H -2.106 0.020 0.371
*
```

natural (NBO) population analysis, charges in e, atoms 1 to 8: 0.524, -0.770, -0.495, -0.481, 0.238, 0.249, 0.248, 0.163


It is P that is the most stable of them.


--- P ---
DFT (wB97M-V/def2-TZVPD) results for a single C3H6O molecule.

Calculated values
Lowest unoccupied orbital energy: 0.904 eV
Frontier orbital gap: 10.567 eV
Molar mass: 58.1 g/mol
SMILES string: CC(C)=O

```
! RIJCOSX wB97M-V def2-TZVPD def2/J DEFGRID3
* xyz 0 1
C -1.293 -0.093 -0.016
C -0.012 0.648 -0.069
C 1.283 -0.206 -0.007
O 0.102 1.832 -0.023
H -1.237 -0.923 -0.824
H -2.326 0.447 -0.139
H -1.415 -0.530 0.997
H 1.642 -0.151 1.138
H 2.116 0.263 -0.683
H 1.139 -1.288 -0.373
*
```

natural (NBO) population analysis, charges in e, atoms 1 to 8: -0.731, 0.571, -0.735, -0.530, 0.229, 0.243, 0.245, 0.246


--- Q ---
DFT (wB97M-V/def2-TZVPD) results for a single C3H6O molecule.

Calculated values
Lowest unoccupied orbital energy: 0.610 eV
Frontier orbital gap: 9.152 eV
Molar mass: 58.1 g/mol

```
! RIJCOSX wB97M-V def2-TZVPD def2/J DEFGRID3
* xyz 0 1
C -1.282 0.360 0.056
C -0.170 -0.245 -0.719
C 1.167 0.115 -0.179
O 1.017 -1.084 0.613
H -2.088 -0.359 0.235
H -1.695 1.102 -0.646
H -1.017 0.874 0.993
H 0.777 -1.780 -0.031
H 2.028 0.071 -0.854
H 1.264 0.946 0.531
*
```

natural (NBO) population analysis, charges in e, atoms 1 to 8: -0.750, 0.056, -0.189, -0.641, 0.236, 0.257, 0.193, 0.494


--- R ---
DFT (wB97M-V/def2-TZVPD) results for a single C3H6O molecule.

Calculated values
Lowest unoccupied orbital energy: 1.054 eV
Frontier orbital gap: 10.958 eV
Molar mass: 58.1 g/mol
SMILES string: OC1CC1

```
! RIJCOSX wB97M-V def2-TZVPD def2/J DEFGRID3
* xyz 0 1
O -0.496 -1.042 -0.923
C -0.358 -0.276 0.251
C 0.924 0.270 0.710
C -0.132 1.174 0.012
H 0.291 -1.727 -0.830
H -1.072 -0.533 1.005
H 1.723 0.059 0.043
H 1.072 0.301 1.738
H -0.881 1.889 0.614
H 0.234 1.344 -1.027
*
```

natural (NBO) population analysis, charges in e, atoms 1 to 8: -0.698, 0.057, -0.445, -0.442, 0.464, 0.172, 0.213, 0.218


--- S ---
DFT (wB97M-V/def2-TZVPD) results for 2 unconnected molecules or ions with the total composition C3H6O.

Calculated values
Lowest unoccupied orbital energy: 0.941 eV
Frontier orbital gap: 10.964 eV
Molar mass: 58.1 g/mol
SMILES string: C=C.C=O

```
! RIJCOSX wB97M-V def2-TZVPD def2/J DEFGRID3
* xyz 0 1
C 0.189 2.031 3.565
C -0.906 2.570 3.062
H 0.277 1.398 4.437
H 1.132 2.102 3.016
H -1.860 2.273 3.512
H -0.976 3.341 2.311
C 0.363 -2.816 -3.419
O 0.412 -1.638 -3.197
H 1.229 -3.319 -3.878
H -0.543 -3.393 -3.154
*
```

natural (NBO) population analysis, charges in e, atoms 1 to 8: -0.383, -0.385, 0.195, 0.186, 0.186, 0.201, 0.269, -0.491


It is P that is the most stable of them.


--- P ---
DFT (wB97M-V/def2-TZVPD) results for a single C3H6O molecule.

Calculated values
Lowest unoccupied orbital energy: 1.125 eV
Frontier orbital gap: 10.599 eV
Molar mass: 58.1 g/mol
SMILES string: OC1CC1

```
! RIJCOSX wB97M-V def2-TZVPD def2/J DEFGRID3
* xyz 0 1
O 0.127 1.140 -1.250
C 0.202 -0.158 -0.727
C -0.963 -0.368 0.240
C 0.700 -0.213 0.641
H 0.169 1.752 -0.497
H 0.519 -0.857 -1.488
H -1.420 -1.076 0.919
H -1.723 0.409 0.017
H 1.241 -1.147 0.886
H 1.196 0.639 1.117
*
```

natural (NBO) population analysis, charges in e, atoms 1 to 8: -0.693, 0.081, -0.504, -0.437, 0.466, 0.191, 0.238, 0.227


--- Q ---
DFT (wB97M-V/def2-TZVPD) results for 2 unconnected molecules or ions with the total composition C3H6O.

Calculated values
Lowest unoccupied orbital energy: 1.063 eV
Frontier orbital gap: 9.722 eV
Molar mass: 58.1 g/mol

```
! RIJCOSX wB97M-V def2-TZVPD def2/J DEFGRID3
* xyz 0 1
C 1.762 -0.082 -0.271
C -0.222 -0.687 0.159
C -1.100 0.519 0.074
O 2.901 -0.209 0.000
H -0.691 -1.518 -0.415
H 1.401 0.657 -0.902
H -0.052 -1.023 1.248
H -2.034 0.124 0.107
H -0.966 1.068 -0.855
H -1.000 1.151 0.855
*
```

natural (NBO) population analysis, charges in e, atoms 1 to 8: 0.487, -0.461, -0.648, -0.489, 0.204, 0.077, 0.202, 0.220


--- R ---
DFT (wB97M-V/def2-TZVPD) results for a single C3H6O molecule.

Calculated values
Lowest unoccupied orbital energy: 0.988 eV
Frontier orbital gap: 10.672 eV
Molar mass: 58.1 g/mol
SMILES string: CC(C)=O

```
! RIJCOSX wB97M-V def2-TZVPD def2/J DEFGRID3
* xyz 0 1
C -0.094 1.252 0.397
C 0.059 -0.250 0.550
C 0.092 -1.107 -0.703
O 0.127 -0.759 1.648
H 0.409 1.749 1.230
H 0.301 1.620 -0.554
H -1.158 1.515 0.444
H 0.367 -0.542 -1.597
H 0.797 -1.928 -0.550
H -0.899 -1.550 -0.866
*
```

natural (NBO) population analysis, charges in e, atoms 1 to 8: -0.723, 0.593, -0.724, -0.541, 0.240, 0.216, 0.241, 0.215


It is R that is the most stable of them.


--- P ---
DFT (wB97M-V/def2-TZVPD) results for 2 unconnected molecules or ions with the total composition C3H8N2O.

Calculated values
Lowest unoccupied orbital energy: 0.793 eV
Frontier orbital gap: 9.026 eV
Molar mass: 88.1 g/mol
SMILES string: C=CN.NC=O

```
! RIJCOSX wB97M-V def2-TZVPD def2/J DEFGRID3
* xyz 0 1
C -1.039 1.696 1.484
C -1.506 1.602 0.235
N -1.191 0.555 -0.656
H -0.016 1.379 1.659
H -1.534 2.313 2.220
H -2.194 2.286 -0.263
H -1.114 0.907 -1.599
H -0.359 0.056 -0.359
N 0.990 -2.215 -0.791
C 1.979 -1.618 -0.059
O 1.807 -0.868 0.869
H 1.116 -2.348 -1.779
H 0.070 -1.875 -0.531
H 2.990 -1.870 -0.430
*
```

natural (NBO) population analysis, charges in e, atoms 1 to 8: -0.534, 0.022, -0.814, 0.214, 0.205, 0.178, 0.362, 0.364


--- Q ---
DFT (wB97M-V/def2-TZVPD) results for 2 unconnected molecules or ions with the total composition C3H8N2O.

Calculated values
Lowest unoccupied orbital energy: 0.852 eV
Frontier orbital gap: 9.841 eV
Molar mass: 88.1 g/mol
SMILES string: [H]/N=C/N.C=CO

```
! RIJCOSX wB97M-V def2-TZVPD def2/J DEFGRID3
* xyz 0 1
H 0.314 -2.434 1.406
N 0.016 -1.553 1.005
C -1.183 -1.342 1.443
N -1.877 -0.204 1.288
H -1.702 -2.151 1.953
H -1.423 0.567 0.814
H -2.857 -0.146 1.461
C 1.881 1.610 -1.858
C 0.953 0.756 -1.446
O 0.322 0.833 -0.247
H 2.340 1.535 -2.833
H 2.285 2.364 -1.192
H 0.461 0.108 -2.168
H 0.471 0.059 0.375
*
```

natural (NBO) population analysis, charges in e, atoms 1 to 8: 0.357, -0.781, 0.304, -0.804, 0.153, 0.425, 0.398, -0.479


--- R ---
DFT (wB97M-V/def2-TZVPD) results for 2 unconnected molecules or ions with the total composition C3H8N2O.

Calculated values
Lowest unoccupied orbital energy: 0.713 eV
Frontier orbital gap: 9.389 eV
Molar mass: 88.1 g/mol
SMILES string: [H]/N=C\N.CC=O

```
! RIJCOSX wB97M-V def2-TZVPD def2/J DEFGRID3
* xyz 0 1
H 0.490 1.905 2.921
N -0.168 2.567 2.518
C -0.625 2.211 1.384
N -0.039 1.646 0.289
H -1.732 2.235 1.252
H -0.662 0.953 -0.104
H 0.940 1.464 0.133
C -0.735 -2.172 -2.029
C 0.651 -2.237 -1.411
O 0.992 -1.683 -0.405
H -1.190 -3.156 -1.908
H -0.769 -2.057 -3.106
H -1.344 -1.508 -1.429
H 1.323 -2.973 -1.893
*
```

natural (NBO) population analysis, charges in e, atoms 1 to 8: 0.353, -0.771, 0.327, -0.819, 0.131, 0.380, 0.398, -0.730


--- S ---
DFT (wB97M-V/def2-TZVPD) results for 2 unconnected molecules or ions with the total composition C3H8N2O.

Calculated values
Lowest unoccupied orbital energy (spin up / spin down): 0.613 / 0.548 eV
Frontier orbital gap (spin up / spin down): 9.341 / 9.276 eV
Molar mass: 88.1 g/mol

```
! RIJCOSX wB97M-V def2-TZVPD def2/J DEFGRID3
* xyz 0 1
C 0.321 0.861 0.626
C -0.652 -0.253 0.731
C -2.139 0.036 0.669
N 0.055 -0.007 -0.478
N 2.424 -0.716 -1.663
O 1.687 -1.140 -0.693
H -0.024 1.883 0.497
H 1.268 0.768 1.141
H -0.355 -1.107 1.329
H -2.719 -0.854 0.897
H -2.404 0.382 -0.328
H -2.396 0.817 1.385
H 2.880 0.182 -1.510
H 2.055 -0.851 -2.602
*
```

natural (NBO) population analysis, charges in e, atoms 1 to 8: -0.326, -0.140, -0.617, -0.196, -0.383, -0.288, 0.198, 0.212


It is P that is the most stable of them.


--- P ---
DFT (wB97M-V/def2-TZVPD) results for a single C3H8N2O molecule.

Calculated values
Lowest unoccupied orbital energy: 0.879 eV
Frontier orbital gap: 9.794 eV
Molar mass: 88.1 g/mol
SMILES string: C[C@]1(O)CN1N

```
! RIJCOSX wB97M-V def2-TZVPD def2/J DEFGRID3
* xyz 0 1
C 0.001 0.065 -1.416
C 0.157 -0.615 -0.060
O 0.732 -1.921 -0.149
C -0.792 -0.361 1.073
N 0.651 0.151 1.075
N 0.579 1.555 0.969
H 0.016 -0.671 -2.225
H -0.966 0.574 -1.473
H 0.787 0.790 -1.646
H 0.075 -2.596 0.077
H -1.596 0.353 0.941
H -1.015 -1.169 1.758
H 1.499 1.938 0.750
H -0.128 1.907 0.325
*
```

natural (NBO) population analysis, charges in e, atoms 1 to 8: -0.662, 0.334, -0.707, -0.310, -0.223, -0.679, 0.240, 0.211


--- Q ---
DFT (wB97M-V/def2-TZVPD) results for 2 unconnected molecules or ions with the total composition C3H8N2O.

Calculated values
Lowest unoccupied orbital energy: 0.468 eV
Frontier orbital gap: 9.881 eV
Molar mass: 88.1 g/mol
SMILES string: CN=C=N.CO

```
! RIJCOSX wB97M-V def2-TZVPD def2/J DEFGRID3
* xyz 0 1
C -0.416 2.685 -0.726
N -0.211 1.361 -0.215
C 0.826 0.790 0.124
N 1.590 -0.177 0.111
H 0.431 3.057 -1.316
H -0.609 3.392 0.083
H -1.297 2.667 -1.374
H 1.927 0.429 1.087
C -0.292 -2.708 0.256
O -0.288 -1.588 1.126
H 0.252 -2.496 -0.669
H 0.224 -3.512 0.777
H -1.311 -3.012 -0.001
H -0.826 -0.888 0.737
*
```

natural (NBO) population analysis, charges in e, atoms 1 to 8: -0.414, -0.525, 0.512, -0.546, 0.188, 0.203, 0.210, 0.372


It is P that is the most stable of them.


--- P ---
DFT (wB97M-V/def2-TZVPD) results for a single C3H8N2O molecule.

Calculated values
Lowest unoccupied orbital energy: 0.928 eV
Frontier orbital gap: 10.222 eV
Molar mass: 88.1 g/mol
SMILES string: [H]/N=C(\N)OCC

```
! RIJCOSX wB97M-V def2-TZVPD def2/J DEFGRID3
* xyz 0 1
H 0.471 -0.361 -2.770
N -0.102 -0.271 -1.808
C 0.470 0.366 -0.853
N 1.676 1.057 -0.874
O -0.046 0.356 0.396
C -1.037 -0.546 0.646
C -1.034 -0.868 2.233
H 2.101 1.319 -1.749
H 2.050 1.611 -0.068
H -1.997 -0.138 0.276
H -0.743 -1.493 0.054
H 0.064 -1.229 2.438
H -1.335 0.058 2.846
H -1.655 -1.830 2.416
*
```

natural (NBO) population analysis, charges in e, atoms 1 to 8: 0.357, -0.805, 0.700, -0.853, -0.517, -0.069, -0.642, 0.392


--- Q ---
DFT (wB97M-V/def2-TZVPD) results for a single C3H8N2O molecule.

Calculated values
Lowest unoccupied orbital energy: 0.833 eV
Frontier orbital gap: 10.222 eV
Molar mass: 88.1 g/mol
SMILES string: CNC(=O)CN

```
! RIJCOSX wB97M-V def2-TZVPD def2/J DEFGRID3
* xyz 0 1
C 1.869 -0.788 -1.176
N 0.968 0.002 -0.246
C -0.348 0.135 -0.377
O -0.990 -0.036 -1.406
C -0.985 0.922 0.866
N -0.664 -0.141 2.003
H 1.293 -1.281 -1.912
H 2.419 -0.015 -1.630
H 2.574 -1.477 -0.727
H 1.211 -0.129 0.753
H -2.033 0.918 0.873
H -0.435 1.831 0.989
H -0.842 0.465 2.860
H -1.617 -0.667 1.869
*
```

natural (NBO) population analysis, charges in e, atoms 1 to 8: -0.416, -0.623, 0.665, -0.626, -0.311, -0.845, 0.221, 0.201


--- R ---
DFT (wB97M-V/def2-TZVPD) results for 2 unconnected molecules or ions with the total composition C3H8N2O.

Calculated values
Lowest unoccupied orbital energy: 0.935 eV
Frontier orbital gap: 9.734 eV
Molar mass: 88.1 g/mol
SMILES string: C=CN.NC=O

```
! RIJCOSX wB97M-V def2-TZVPD def2/J DEFGRID3
* xyz 0 1
C -1.512 -3.493 2.225
C -1.217 -3.030 0.983
N 0.090 -3.127 0.320
H -0.728 -4.276 2.794
H -2.495 -3.443 2.676
H -1.996 -2.633 0.318
H 0.369 -4.140 0.572
H -0.123 -2.978 -0.694
N 1.198 4.354 -0.863
C 1.205 4.858 -2.214
O 0.694 4.413 -3.216
H 2.056 4.108 -0.345
H 0.443 3.706 -0.556
H 2.016 5.681 -1.999
*
```

natural (NBO) population analysis, charges in e, atoms 1 to 8: -0.493, -0.016, -0.826, 0.187, 0.213, 0.187, 0.377, 0.371


--- S ---
DFT (wB97M-V/def2-TZVPD) results for a molecular structure, C3H8N2O.

Calculated values
Lowest unoccupied orbital energy: 0.946 eV
Frontier orbital gap: 9.023 eV
Molar mass: 88.1 g/mol

```
! RIJCOSX wB97M-V def2-TZVPD def2/J DEFGRID3
* xyz 0 1
C -0.728 0.426 0.271
C 0.759 -0.660 -0.303
C 1.038 -0.733 -1.770
N 0.416 0.979 0.771
N -1.729 0.807 1.632
O -0.579 -0.944 0.105
H 0.725 0.567 1.650
H -1.219 0.951 -0.546
H 1.483 -1.174 0.331
H -1.908 1.789 1.813
H -1.584 0.272 2.484
H 2.058 -0.407 -1.974
H 0.926 -1.763 -2.126
H 0.345 -0.112 -2.337
*
```

natural (NBO) population analysis, charges in e, atoms 1 to 8: 0.396, 0.244, -0.680, -0.597, -0.972, -0.534, 0.356, 0.181


It is P that is the most stable of them.